No. 1
{
  "formula": "C2H3NOS2",
  "method": "ωB97M-V with the def2-TZVPD basis set",
  "elements": ["O", "C", "S", "C", "N", "S", "H", "H", "H"],
  "positions_angstrom": [[-3.05019, -0.61758, -0.02465], [-2.01935, -0.02821, -0.04322], [-0.42949, -0.87185, -0.00309], [0.59114, 0.60121, -0.01658], [1.87433, 0.62018, -0.01491], [2.90126, -0.72031, -0.02791], [-1.85594, 1.10496, 0.02627], [0.05842, 1.56501, 0.04084], [1.92981, -1.65341, 0.06323]],
  "nbo_charge": [-0.491, 0.286, 0.184, -0.079, -0.564, 0.253, 0.131, 0.201, 0.079],
  "largest_force_ev_per_a": 1.59,
  "gap_ev": 9.7,
  "multiplicity": 1,
  "e_tot_ha": -1004.331709,
  "smiles": "O=CS/C=N\\S"
}

***

No. 2
{
  "formula": "C2H3NOS2",
  "method": "ωB97M-V with the def2-TZVPD basis set",
  "elements": ["N", "C", "O", "C", "S", "S", "H", "H", "H"],
  "positions_angstrom": [[-0.15673, 0.75459, -1.97008], [-0.46201, 0.81001, -0.67037], [-1.30183, 1.58487, -0.20763], [0.27004, -0.21935, 0.15504], [1.07313, -1.49923, -0.42437], [-0.29579, 0.11404, 1.74232], [0.44619, 0.01116, -2.33965], [-0.62248, 1.48963, -2.60658], [0.40248, -0.84271, 2.40265]],
  "nbo_charge": [-0.797, 0.572, -0.595, -0.408, 0.043, 0.218, 0.423, 0.421, 0.122],
  "largest_force_ev_per_a": 2.74,
  "gap_ev": 8.0,
  "multiplicity": 1,
  "e_tot_ha": -1004.376070,
  "smiles": "NC(=O)C(=S)S"
}

***

No. 3
{
  "formula": "C2H3NP2",
  "method": "ωB97M-V with the def2-TZVPD basis set",
  "elements": ["C", "C", "N", "P", "P", "H", "H", "H"],
  "positions_angstrom": [[1.73976, 0.01075, -0.42892], [0.38337, 0.41236, 0.72461], [2.61900, -0.03690, -1.17300], [-2.00548, -0.04294, -0.89296], [-0.88548, -0.97377, 0.55370], [0.82953, 0.46116, 1.77917], [-0.07308, 1.36427, 0.48434], [-2.60763, -1.19493, -1.04694]],
  "nbo_charge": [0.252, -0.730, -0.365, 0.061, 0.339, 0.255, 0.241, -0.054],
  "largest_force_ev_per_a": 4.41,
  "gap_ev": 8.4,
  "multiplicity": 1,
  "e_tot_ha": -815.364551
}

***

No. 4
{
  "formula": "C2H3NS",
  "method": "ωB97M-V with the def2-TZVPD basis set",
  "elements": ["C", "C", "N", "S", "H", "H", "H"],
  "positions_angstrom": [[0.13835, -0.52777, -0.97932], [0.44491, -0.17496, 0.45521], [-0.16489, 1.10694, 0.46283], [-0.78852, -0.54419, -2.21721], [0.04581, -0.80690, 1.22363], [1.46814, -0.11647, 0.69578], [-1.14381, 1.06335, 0.35908]],
  "nbo_charge": [-0.100, -0.365, -0.550, 0.256, 0.230, 0.222, 0.306],
  "largest_force_ev_per_a": 2.14,
  "gap_ev": [8.8, 6.7],
  "multiplicity": 1,
  "e_tot_ha": -530.791865
}

***

No. 5
{
  "formula": "C2H3NS",
  "method": "ωB97M-V with the def2-TZVPD basis set",
  "elements": ["C", "C", "N", "S", "H", "H", "H"],
  "positions_angstrom": [[-2.18498, 0.28447, 0.12061], [1.12795, -0.74050, -0.09001], [-1.19835, -0.23088, -0.13198], [2.34983, 0.35295, -0.04489], [-3.15654, 0.67768, 0.37850], [1.41020, -1.64986, 0.51982], [1.65190, 1.30613, -0.75205]],
  "nbo_charge": [0.068, -0.424, -0.288, 0.188, 0.230, 0.138, 0.088],
  "largest_force_ev_per_a": 2.44,
  "gap_ev": 8.0,
  "multiplicity": 1,
  "e_tot_ha": -530.774244
}

***

No. 6
{
  "formula": "C2H3NS",
  "method": "ωB97M-V with the def2-TZVPD basis set",
  "elements": ["C", "C", "N", "S", "H", "H", "H"],
  "positions_angstrom": [[0.13587, 0.27822, -0.06746], [-1.24088, 0.60509, 0.01671], [1.25366, -0.17343, 0.09211], [3.43618, -0.01459, -0.32090], [-2.00081, 0.00242, -0.50615], [-1.70352, 1.38830, 0.62706], [3.22069, 0.52999, 0.85000]],
  "nbo_charge": [0.272, -0.421, -0.353, -0.064, 0.229, 0.234, 0.104],
  "largest_force_ev_per_a": 4.29,
  "gap_ev": [8.1, 6.6],
  "multiplicity": 1,
  "e_tot_ha": -530.802760
}